No. 1
51
Properties=species:S:1:pos:R:3 method="wB97M-V/def2-TZVPD" de_lowest_ev=0.447 total_charge=-1 lumo_ev=2.852 energy_ev=-113176.0502 e_homo_ev=-3.99
O 2.98421 1.56959 0.63379
C 2.16539 1.00767 0.03634
Co 0.91709 0.16638 -0.83819
C 1.41267 -1.44736 -0.38801
O 1.78027 -2.48282 -0.02394
C -0.54594 0.58372 0.01735
O -1.49948 0.90932 0.59859
C 0.87915 1.16953 -2.58700
C 0.86753 2.61324 -2.36015
C -0.17086 3.23267 -1.62147
C -0.01983 4.53154 -1.14184
C 1.10863 5.28366 -1.48721
C 2.07782 4.72010 -2.32924
C 1.95575 3.40785 -2.77804
C 1.76336 0.37180 -3.39149
C 3.07025 0.18645 -3.60362
Co 0.12363 -0.19468 -3.44657
C -1.54272 0.02565 -2.93669
O -2.63331 0.17096 -2.56742
C 0.34145 -1.94655 -3.07977
O 0.40177 -3.07609 -2.83951
C -0.04680 -0.17252 -5.23360
O -0.20812 -0.11054 -6.37709
H -1.06159 2.65906 -1.37273
H -0.78569 4.92796 -0.47531
H 1.23238 6.29077 -1.08392
H 2.95122 5.29948 -2.62301
H 2.72734 2.97987 -3.43056
H 3.36791 -0.56729 -4.33675
H 3.82647 0.78949 -3.09176
C 1.15814 -0.05969 4.37094
O 0.04757 -0.51759 3.59946
C -0.53125 -1.71384 4.08541
C -1.73792 -1.97949 3.19333
C -2.53640 -3.26133 3.47361
C -3.09973 -3.64934 2.08725
C -2.35588 -2.76536 1.05853
N -1.35422 -2.05550 1.82393
H 1.30248 0.99259 4.10567
H 1.01779 -0.12631 5.46780
H 2.07111 -0.62363 4.11225
H 0.18029 -2.56424 4.02242
H -0.90875 -1.59811 5.12559
H -2.41446 -1.11302 3.35892
H -1.87861 -4.03657 3.88586
H -3.32854 -3.03647 4.19469
H -2.96789 -4.71281 1.87285
H -4.16755 -3.41547 2.05605
H -1.89495 -3.37280 0.26727
H -3.07075 -2.08508 0.55464
H -0.97046 -1.20483 1.44235

No. 2
52
Properties=species:S:1:pos:R:3 method="wB97M-V/def2-TZVPD" de_lowest_ev=0.134 total_charge=+1 lumo_ev="-4.807 / -4.807" energy_ev=-134941.7577 e_homo_ev="-11.24 / -11.24"
Rh 0.15540 -0.23052 0.41915
F -2.94389 4.19864 4.43631
C -2.74522 3.26339 3.52256
C -1.47420 3.03839 3.02345
F -0.43777 3.75364 3.44650
C -1.30927 2.05172 2.07690
F -0.04244 1.85750 1.58983
C -2.33383 1.26384 1.58575
S -2.11445 0.01418 0.36823
C -3.59936 1.52131 2.10578
F -4.64241 0.81595 1.68646
C -3.80752 2.50164 3.05992
F -5.02276 2.71684 3.53848
C -0.91943 -3.24997 -0.84313
P 0.19588 -1.85109 -1.06270
C -0.22109 -1.23263 -2.71326
C 1.89229 -2.49423 -1.14969
C 2.19812 -3.72735 -1.71302
C 3.51635 -4.16008 -1.74962
C 4.52946 -3.35945 -1.24320
C 4.23423 -2.11644 -0.69961
C 2.91681 -1.68011 -0.63983
P 2.41589 -0.05696 0.03840
C 3.51042 0.31327 1.43625
C 2.87596 1.16006 -1.22786
H -0.85369 -3.91946 -1.70130
H -1.94374 -2.88149 -0.76489
H -0.66817 -3.78682 0.05688
H -0.05728 -2.03423 -3.43478
H 0.41037 -0.38366 -2.97180
H -1.26480 -0.91957 -2.74546
H 1.42030 -4.36377 -2.11685
H 3.75255 -5.12669 -2.17436
H 5.55456 -3.70425 -1.27131
H 5.03708 -1.49795 -0.31636
H 3.43807 -0.48861 2.16682
H 3.19508 1.24754 1.90390
H 4.54242 0.42551 1.10438
H 3.93200 1.03613 -1.47074
H 2.71224 2.17088 -0.85300
H 2.28441 1.02070 -2.13169
Se 0.80187 -1.36495 2.46814
C 0.02698 -3.09573 2.30026
C 0.84535 -4.19527 2.06602
C 0.25995 -5.45501 2.03223
N -1.04084 -5.66358 2.21231
C -1.81246 -4.60555 2.45492
C -1.33037 -3.30384 2.51077
H 1.91017 -4.07315 1.91285
H 0.86787 -6.33410 1.84779
H -2.86730 -4.80390 2.60807
H -1.99663 -2.47289 2.70091

No. 3
49
Properties=species:S:1:pos:R:3 method="wB97M-V/def2-TZVPD" total_charge=-2 lumo_ev="4.956 / 4.936" spin_multiplicity=6 energy_ev=-51145.2446 e_homo_ev="1.42 / 0.37"
Ru 0.11136 -0.51661 0.34842
C -0.88998 -1.42524 2.15845
C -2.06530 -1.35103 1.38884
C -1.92675 -2.20549 0.28105
H -2.95959 -0.73767 1.62115
C -0.61905 -2.76196 0.31497
C 0.00664 -2.30491 1.51703
H 0.95303 -2.70809 1.96094
H -0.73214 -0.97293 3.18087
H -2.68162 -2.42796 -0.46869
H -0.19363 -3.46913 -0.41156
C 2.01005 0.85406 -0.21066
C 2.19821 -0.39445 0.52570
C 1.98141 -1.48263 -0.43369
H 2.63607 -0.50408 1.49697
C 1.78120 -0.88903 -1.73030
C 1.77455 0.52796 -1.58302
H 1.62690 1.24095 -2.37207
H 2.14221 1.83964 0.20022
H 2.12547 -2.52755 -0.22546
H 1.68042 -1.43403 -2.64421
O -1.14568 0.31925 -0.95170
C -1.42128 -0.95237 -3.59072
C -2.63244 -0.17772 -3.08708
C -1.27134 -2.41636 -3.26713
C -0.39676 -0.15490 -4.36233
C -2.47915 0.55238 -1.59694
H -3.58477 -0.76287 -3.00469
H -2.98742 0.64345 -3.73401
H -2.52940 1.59364 -1.76783
H -3.25626 0.24606 -0.98416
H -1.37625 -3.15008 -4.06942
H -2.01323 -2.66780 -2.45762
H -0.32030 -2.54634 -2.76078
H -0.52646 -0.07297 -5.45086
H 0.59809 -0.49220 -4.14170
H -0.44000 0.87596 -3.93720
F 3.01004 3.92522 5.61522
C 2.21968 3.34242 4.68607
C 2.20484 1.95826 4.55562
F 2.95551 1.18914 5.37380
C 1.41325 1.36364 3.57203
F 1.40213 -0.00041 3.51539
C 0.62925 2.12444 2.68902
S -0.41549 1.47167 1.45782
C 0.64748 3.52481 2.87259
F -0.11927 4.30191 2.07419
C 1.43408 4.13486 3.85243
F 1.44172 5.47707 3.98500

No. 4
49
Properties=species:S:1:pos:R:3 method="wB97M-V/def2-TZVPD" de_lowest_ev=0.975 lumo_ev=0.348 energy_ev=-46266.6264 e_homo_ev=-8.13 smiles="CN(C(=O)CCCc1c(-c2ccc(F)cc2)[nH]c2ccc(C#N)cc12)S(C)(=O)=O"
C -3.61561 -0.03416 0.09088
N -3.13895 0.97367 1.03848
C -2.36955 2.06415 0.70936
O -2.04611 2.90140 1.55814
C -1.72139 2.28699 -0.64447
C -0.32109 1.70662 -0.67901
C -0.35897 0.18245 -0.77165
C 1.04909 -0.36291 -1.10341
C 1.83735 -1.18484 -0.31660
C 1.67394 -1.64209 1.03808
C 1.95694 -2.94229 1.39746
C 1.80146 -3.32719 2.72744
C 1.32291 -2.42432 3.69469
F 1.19532 -2.80941 4.95443
C 1.05586 -1.10838 3.31558
C 1.23807 -0.72535 2.00071
N 2.96356 -1.46411 -1.04339
C 2.93922 -0.86538 -2.28595
C 3.90161 -0.84394 -3.28945
C 3.64443 -0.09718 -4.47310
C 2.40351 0.57382 -4.59362
C 2.05290 1.28386 -5.75449
N 1.70900 1.96731 -6.61883
C 1.43005 0.49377 -3.55917
C 1.75256 -0.17020 -2.39301
S -3.17277 0.53191 2.70143
C -4.00436 1.80139 3.67825
O -1.78178 0.38515 3.17881
O -3.88386 -0.76585 2.77135
H -3.04980 -0.95415 0.14322
H -4.64901 -0.29811 0.34873
H -3.57963 0.30287 -0.92796
H -2.30290 1.87138 -1.46935
H -1.68006 3.36705 -0.84365
H 0.20999 2.11216 -1.55726
H 0.25207 1.98273 0.20519
H -1.02648 -0.12486 -1.53849
H -0.68910 -0.23037 0.21342
H 2.26563 -3.61028 0.66154
H 2.05095 -4.33177 3.02261
H 0.69174 -0.38438 4.05429
H 0.98687 0.28102 1.66917
H 3.76477 -1.96249 -0.70568
H 4.81707 -1.38177 -3.19618
H 4.39716 -0.10658 -5.27149
H 0.47638 0.98818 -3.71872
H -4.94121 2.00450 3.23120
H -3.35376 2.67375 3.65544
H -4.15401 1.41621 4.69506